C20H34N2SSeSi2SnTe as an isolated structure at a distorted geometry, computed with ωB97M-V with the def2-TZVPD basis set.

Its total energy is -129335.886 eV. For the energy relative to the best compared isomer or geometry (same formula, charge and spin), the calculation gives 4.4 kcal per mole. Its HOMO-LUMO gap is 6.5245 eV. As for the spin multiplicity: 1. For the highest occupied orbital energy, the calculation gives -6.7 eV.

CARTESIAN COORDINATES (ANGSTROEM)
Sn  -0.52259  0.50439  -0.25755
C  -3.43099  -4.05391  1.54275
Si  -2.89609  -3.34591  3.22545
C  -4.45939  -2.84651  4.20995
C  -1.96079  -4.68801  4.22115
C  -1.77719  -1.80331  3.21285
C  -1.42709  -1.24161  4.42985
C  -0.64159  -0.09571  4.50245
C  -0.23729  0.47509  3.31985
N  -0.54819  -0.03861  2.14225
C  -1.28529  -1.14761  2.07555
S  -1.55989  -1.67921  0.46755
H  -4.08879  -4.90841  1.68645
H  -2.58669  -4.38661  0.94725
H  -3.97129  -3.31961  0.95285
H  -5.11699  -3.70121  4.33935
H  -5.02219  -2.06811  3.70235
H  -4.20709  -2.47611  5.19945
H  -2.59549  -5.55961  4.35215
H  -1.68719  -4.33131  5.21015
H  -1.04989  -5.01271  3.72645
H  -1.77679  -1.69771  5.34375
H  -0.37039  0.34049  5.44985
H  0.35481  1.37809  3.28705
Te  -1.89839  2.67879  0.12305
C  1.78491  3.58319  1.23465
N  2.34391  3.78439  -0.10935
C  1.81151  5.02349  -0.68935
C  2.06271  2.62249  -1.00385
C  2.56751  1.32559  -0.43885
C  3.94041  1.09269  -0.42055
C  4.44551  -0.09281  0.08145
C  3.57691  -1.05461  0.56815
C  2.21341  -0.82391  0.54465
C  1.69421  0.35989  0.05175
H  2.09661  4.39279  1.89165
H  2.12051  2.62869  1.63645
H  0.69241  3.56329  1.16365
H  3.36351  3.84619  -0.02675
H  0.73151  4.92149  -0.79085
H  2.24301  5.20159  -1.67065
H  2.03121  5.86709  -0.03965
H  2.52501  2.80899  -1.97335
H  0.99071  2.56809  -1.16515
H  4.61791  1.83359  -0.83125
H  5.51191  -0.26811  0.08665
H  3.96001  -1.99131  0.94805
H  1.54381  -1.58691  0.91705
C  1.09201  -0.85181  -5.90935
Si  -0.21529  0.26559  -5.08915
C  -1.94889  -0.47721  -5.26265
C  -0.16669  1.99759  -5.88465
Se  0.42621  0.55549  -2.95925
H  0.97111  -0.84871  -6.99015
H  1.00521  -1.87471  -5.55665
H  2.09841  -0.51001  -5.67965
H  -2.19849  -0.58341  -6.31375
H  -2.69379  0.15939  -4.79595
H  -2.00649  -1.45551  -4.79645
H  -0.28979  1.91939  -6.96165
H  0.77911  2.49659  -5.68665
H  -0.95879  2.62629  -5.49085

Mulliken charges in e:
1 Sn 0.573
2 C -1.127
3 Si 0.310
4 C -1.116
5 C -1.092
6 C 0.296
7 C -0.288
8 C -1.117
9 C -0.234
10 N -0.037
11 C 0.610
12 S -0.456
13 H 0.333
14 H 0.341
15 H 0.361
16 H 0.335
17 H 0.340
18 H 0.341
19 H 0.329
20 H 0.336
21 H 0.334
22 H 0.315
23 H 0.396
24 H 0.255
25 Te -0.624
26 C -0.749
27 N 0.231
28 C -0.829
29 C -1.428
30 C 0.610
31 C -0.410
32 C -0.726
33 C -0.647
34 C -0.421
35 C 0.432
36 H 0.467
37 H 0.334
38 H 0.086
39 H 0.390
40 H 0.326
41 H 0.335
42 H 0.353
43 H 0.486
44 H 0.085
45 H 0.398
46 H 0.386
47 H 0.411
48 H 0.385
49 C -1.022
50 Si 0.390
51 C -1.031
52 C -1.051
53 Se -0.272
54 H 0.361
55 H 0.277
56 H 0.277
57 H 0.338
58 H 0.297
59 H 0.290
60 H 0.353
61 H 0.283
62 H 0.290


C20H34O3PPd as an isolated structure at a distorted geometry, computed with ωB97M-V with the def2-TZVPD basis set.

The expectation value of S² is 6.04. Its total energy is -40189.076 eV. For the energy relative to the best compared isomer or geometry (same formula, charge and spin), the calculation gives 7.1 kcal per mole. Its HOMO-LUMO gap (spin up / spin down) is 5.2347 / 1.8263 eV. As for the spin multiplicity: 5. For the highest occupied orbital energy (spin up / spin down), the calculation gives -8.2 / -9.9 eV. As for the total charge: +1.

CARTESIAN COORDINATES (ANGSTROEM)
C  -2.42293  -2.67639  -1.46366
C  -3.37099  -2.78875  -0.29828
C  -3.11156  -2.30091  -2.76450
C  -1.53593  -3.88515  -1.63589
H  -3.75781  -3.11281  -3.14161
H  -2.37326  -2.06081  -3.54183
H  -3.74276  -1.40828  -2.65575
H  -4.13542  -3.54652  -0.48460
H  -3.88337  -1.84306  -0.11177
H  -2.83077  -3.06188  0.60952
H  -2.09513  -4.75165  -2.01050
H  -1.06561  -4.15955  -0.68950
H  -0.73763  -3.68068  -2.35587
C  -0.94413  1.76630  0.19939
C  -1.62094  1.45846  -0.98720
C  -2.50910  0.36518  -0.74709
H  -1.57210  1.99987  -1.95680
C  -2.39827  0.03921  0.67064
C  -1.32633  0.88268  1.20207
H  -0.97179  0.87153  2.24888
H  -0.20357  2.58480  0.33587
H  -3.20534  -0.11098  -1.45112
H  -3.08055  -0.63807  1.22521
C  1.74548  -1.13073  -0.53763
C  1.78909  0.15801  -1.10457
C  0.87435  0.20359  -2.19208
H  2.45248  0.94412  -0.80397
C  0.29784  -1.07945  -2.39517
C  0.85326  -1.96384  -1.35994
H  0.73619  -3.05066  -1.33734
H  2.35380  -1.47710  0.29766
H  0.73071  1.06100  -2.86333
H  -0.33613  -1.39910  -3.25138
Pd  -0.98784  -1.23804  -0.40095
C  5.13338  -0.88963  2.28136
C  3.63749  -0.90362  2.50297
O  2.93003  0.26374  2.02616
P  2.26501  1.16027  3.27239
O  3.60982  1.91962  3.76619
C  4.48434  2.71293  2.89735
C  5.13220  3.64739  3.90057
O  1.32479  2.32968  2.56972
C  1.12282  3.77071  2.79559
C  -0.32375  4.10352  3.05947
H  5.41505  -0.73389  1.22330
H  5.53762  -1.89528  2.56905
H  5.62743  -0.14095  2.95272
H  3.18160  -1.77537  1.99784
H  3.45680  -0.99093  3.59179
H  5.20925  2.08429  2.36007
H  3.86622  3.28123  2.17622
H  5.61797  3.08093  4.70870
H  5.86582  4.29550  3.40457
H  4.36180  4.27740  4.35591
H  1.77493  4.09436  3.62974
H  1.42103  4.24579  1.83669
H  -0.74322  3.53794  3.91826
H  -0.43137  5.15941  3.30873
H  -0.91355  3.91299  2.16491

Mulliken charges in e:
1 C 1.687
2 C -1.447
3 C -1.518
4 C -1.851
5 H 0.441
6 H 0.241
7 H 0.397
8 H 0.465
9 H 0.249
10 H 0.383
11 H 0.482
12 H 0.342
13 H 0.325
14 C 0.007
15 C -1.147
16 C 0.071
17 H 0.507
18 C -1.569
19 C 0.218
20 H 0.354
21 H 0.282
22 H 0.539
23 H 0.392
24 C 0.423
25 C -0.505
26 C -0.679
27 H 0.616
28 C 0.014
29 C -1.652
30 H 0.546
31 H 0.062
32 H 0.520
33 H 0.355
34 Pd 0.290
35 C -1.158
36 C -0.342
37 O 0.035
38 P 0.221
39 O -0.237
40 C 0.029
41 C -1.294
42 O 0.018
43 C -0.075
44 C -1.100
45 H 0.309
46 H 0.390
47 H 0.260
48 H 0.503
49 H 0.395
50 H 0.353
51 H 0.266
52 H 0.317
53 H 0.416
54 H 0.277
55 H 0.302
56 H 0.267
57 H 0.309
58 H 0.410
59 H 0.287


C20H35CuNSi2 as an isolated structure at a distorted geometry, computed with ωB97M-V with the def2-TZVPD basis set.

The expectation value of S² is 0.77. Its total energy is -83190.225 eV. For the energy relative to the best compared isomer or geometry (same formula, charge and spin), the calculation gives 0.0 kcal per mole. Its HOMO-LUMO gap (spin up / spin down) is 5.9858 / 3.7776 eV. As for the spin multiplicity: 2. For the highest occupied orbital energy (spin up / spin down), the calculation gives -6.2 / -5.3 eV.

CARTESIAN COORDINATES (ANGSTROEM)
C  -1.16920  -1.17395  -2.72260
C  1.60422  -0.07277  -3.36576
C  -1.10273  0.34265  -2.67342
H  -2.23331  -1.49180  -2.80338
C  1.40686  1.32342  -3.36609
H  2.63119  -0.40730  -3.13694
H  -1.98510  0.76504  -2.15272
H  2.29329  1.94873  -3.21717
C  -0.99798  1.07342  -4.03390
H  -1.88975  1.70392  -4.14593
H  -1.00880  0.42138  -4.91327
C  -0.28141  -1.94558  -3.73242
H  -0.87553  -2.33694  -4.58679
H  0.13119  -2.84403  -3.22467
C  0.89122  -1.08536  -4.25236
H  0.62747  -0.59144  -5.19493
H  1.68314  -1.79054  -4.52700
C  0.24766  1.98327  -4.05766
H  0.54764  2.30422  -5.06502
H  -0.02638  2.88382  -3.50030
Cu  0.65437  0.62300  -1.65437
H  -0.88304  -1.63773  -1.77143
C  -0.07376  3.11358  1.38384
Si  -0.42527  1.79909  2.66643
C  0.38276  2.30996  4.29888
C  -2.28647  1.71682  2.98624
C  0.33500  0.18654  2.00077
C  1.65002  0.23279  1.35794
C  2.73604  0.29276  2.29574
C  4.04587  0.35843  1.86969
C  4.25649  0.33173  0.48586
C  3.15794  0.26692  -0.38076
N  1.86526  0.27262  0.01206
Si  -0.22396  -1.42127  2.85409
C  0.31283  -1.46832  4.67020
C  -2.08425  -1.71388  2.80204
C  0.61942  -2.83928  1.97025
H  -0.46609  4.08660  1.71768
H  -0.55142  2.86239  0.42619
H  1.00733  3.21458  1.21099
H  -0.06521  3.27264  4.59418
H  0.21217  1.58876  5.11271
H  1.46742  2.46206  4.18276
H  -2.83305  1.34756  2.10561
H  -2.56105  1.10451  3.85733
H  -2.63808  2.74117  3.19570
H  2.44993  0.32230  3.34581
H  4.84665  0.43862  2.61245
H  5.26603  0.40334  0.08722
H  3.31808  0.25322  -1.45524
H  -0.16007  -0.69067  5.28895
H  0.00322  -2.44915  5.06675
H  1.40680  -1.38885  4.77648
H  -2.46193  -1.67859  1.77027
H  -2.28779  -2.72228  3.19758
H  -2.67395  -1.01251  3.40544
H  0.30512  -2.88190  0.91761
H  1.71306  -2.72830  1.99739
H  0.35659  -3.79765  2.44488

Mulliken charges in e:
1 C -0.749
2 C 0.019
3 C 0.337
4 H 0.391
5 C -0.009
6 H 0.608
7 H 0.797
8 H 0.562
9 C -1.312
10 H 0.399
11 H 0.275
12 C -0.567
13 H 0.269
14 H 0.383
15 C -1.144
16 H 0.279
17 H 0.483
18 C -0.768
19 H 0.391
20 H 0.400
21 Cu -0.793
22 H 0.101
23 C -0.875
24 Si -0.041
25 C -1.053
26 C -1.041
27 C 1.214
28 C -0.617
29 C -0.421
30 C -0.654
31 C -0.962
32 C 0.000
33 N 0.691
34 Si -0.019
35 C -1.072
36 C -0.998
37 C -0.944
38 H 0.387
39 H 0.093
40 H 0.243
41 H 0.364
42 H 0.286
43 H 0.279
44 H 0.291
45 H 0.284
46 H 0.367
47 H 0.334
48 H 0.429
49 H 0.394
50 H 0.024
51 H 0.282
52 H 0.389
53 H 0.266
54 H 0.235
55 H 0.346
56 H 0.322
57 H 0.171
58 H 0.299
59 H 0.350


A 2-piece molecular cluster, C20H35FN6O overall at a distorted geometry, computed with ωB97M-V with the def2-TZVPD basis set.

Its total energy is -34996.870 eV. Its HOMO-LUMO gap is 4.3090 eV. As for the spin multiplicity: 1. For the highest occupied orbital energy, the calculation gives -12.2 eV. As for the total charge: +2.

CARTESIAN COORDINATES (ANGSTROEM)
C  1.81644  6.10742  -2.12080
O  0.95572  6.32952  -1.00769
C  -0.34331  5.85609  -1.29027
C  -0.45638  4.27610  -1.17970
C  -0.67571  3.95839  0.35154
C  0.38106  2.93489  0.90452
C  0.05169  2.46757  2.34427
F  1.59320  3.60340  0.91424
N  -1.57838  3.88875  -2.04477
C  -1.46350  2.52937  -2.57017
C  -0.31103  2.31875  -3.61197
N  0.95596  1.81958  -2.98330
N  -0.77043  1.22243  -4.50737
N  -0.07834  3.47994  -4.47834
H  2.55512  5.31316  -1.86631
H  1.28225  5.77834  -3.03717
H  2.36539  7.03432  -2.38213
H  -0.67381  6.11577  -2.32186
H  -1.11212  6.30176  -0.61833
H  0.51074  3.82543  -1.46454
H  -1.69028  3.56564  0.58142
H  -0.49302  4.88980  0.93172
H  0.45250  2.09021  0.18396
H  0.73674  1.66596  2.70751
H  0.06463  3.27722  3.09586
H  -0.97540  2.03652  2.35664
H  -2.42613  3.98012  -1.49306
H  -2.41387  2.30229  -3.10546
H  -1.39009  1.74572  -1.75891
H  1.60007  2.59483  -2.83946
H  0.69247  1.44821  -2.07258
H  -0.91851  0.41199  -3.90438
H  0.03097  0.96498  -5.08349
H  -0.12370  3.12293  -5.43110
H  0.88133  3.80634  -4.38300
C  2.93051  -8.40866  2.51950
N  2.03172  -7.24640  2.32280
C  1.19424  -6.89371  3.31333
C  0.37015  -5.79252  3.18209
C  0.40413  -5.02814  2.01718
C  1.26848  -5.43688  1.00288
C  2.07083  -6.54821  1.17632
C  -0.42182  -3.81007  1.85830
C  0.17439  -2.57712  1.60061
C  -0.60420  -1.45226  1.40637
N  -1.94440  -1.53241  1.45891
C  -2.55166  -2.70131  1.72895
C  -1.81281  -3.85004  1.93476
C  -2.77462  -0.33347  1.20098
H  2.31838  -9.27846  2.74939
H  3.60189  -8.17588  3.34422
H  3.50342  -8.58660  1.61427
H  1.20500  -7.49872  4.21043
H  -0.27902  -5.52729  4.00753
H  1.32456  -4.89615  0.06614
H  2.75302  -6.88264  0.40687
H  1.25184  -2.47792  1.55097
H  -0.16256  -0.48527  1.20134
H  -3.63317  -2.69967  1.76348
H  -2.33680  -4.77738  2.13066
H  -3.41406  -0.17006  2.06623
H  -3.36543  -0.52648  0.30691
H  -2.13428  0.53000  1.04307

Mulliken charges in e:
1 C -0.598
2 O -0.388
3 C -1.291
4 C 1.164
5 C -0.968
6 C 1.141
7 C -1.240
8 F -0.367
9 N -0.338
10 C -0.707
11 C 0.629
12 N -0.641
13 N -0.820
14 N -0.481
15 H 0.220
16 H 0.226
17 H 0.284
18 H 0.448
19 H 0.425
20 H -0.261
21 H 0.227
22 H 0.420
23 H -0.356
24 H 0.335
25 H 0.369
26 H 0.254
27 H 0.357
28 H 0.506
29 H -0.131
30 H 0.312
31 H 0.203
32 H 0.229
33 H 0.319
34 H 0.336
35 H 0.249
36 C -0.863
37 N -0.016
38 C -0.348
39 C -0.594
40 C 0.642
41 C -0.716
42 C -0.102
43 C 0.732
44 C -0.800
45 C -0.141
46 N 0.085
47 C -0.411
48 C -0.554
49 C -0.719
50 H 0.378
51 H 0.378
52 H 0.280
53 H 0.491
54 H 0.509
55 H 0.511
56 H 0.403
57 H 0.502
58 H 0.478
59 H 0.497
60 H 0.540
61 H 0.384
62 H 0.416
63 H -0.028